Entry from the OMol25 dataset: a single C2H5NS molecule at a distorted geometry (the ωB97M-V functional and the def2-TZVPD basis).

Element x y z (Å)
C (-0.88, -0.36, 1.81)
N (-0.10, -0.57, 0.74)
S (-0.64, 0.31, -0.57)
C (0.82, 0.15, -1.59)
H (-1.63, 0.65, 2.22)
H (-0.65, -0.74, 2.69)
H (1.47, 0.60, -0.84)
H (0.83, -0.87, -2.07)
H (0.77, 0.83, -2.39)

Output
Energy: -14477.4366 eV
HOMO level: -0.307 hartree
ΔE to the lowest compared entry with this formula, charge and spin: 66.9 kcal/mol
HOMO-LUMO gap: 8.884 eV
SMILES: C=NSC
LUMO: 0.5 eV

---

Entry from the OMol25 dataset: a molecular structure, C37H36N6O3PPb (the ωB97M-V functional and the def2-TZVPD basis).

Element x y z (Å)
Pb (1.25, -0.07, 3.23)
C (-0.13, -0.21, 6.32)
C (-0.87, -1.53, 6.12)
C (-1.48, -1.78, 4.77)
C (-2.65, -2.53, 4.68)
C (-3.22, -2.76, 3.44)
C (-2.61, -2.24, 2.31)
C (-1.45, -1.51, 2.47)
N (-0.89, -1.29, 3.67)
N (1.23, -0.09, 5.71)
C (2.14, -1.16, 6.20)
C (3.47, -1.10, 5.51)
C (4.65, -1.44, 6.15)
C (5.84, -1.42, 5.43)
C (5.81, -1.05, 4.09)
C (4.59, -0.72, 3.52)
N (3.45, -0.74, 4.22)
C (1.78, 1.23, 6.11)
C (1.08, 2.36, 5.41)
C (0.80, 3.56, 6.03)
C (0.21, 4.57, 5.28)
C (-0.09, 4.35, 3.95)
C (0.22, 3.12, 3.40)
N (0.79, 2.15, 4.12)
H (-0.02, -0.04, 7.39)
H (-0.73, 0.61, 5.92)
H (-1.68, -1.52, 6.85)
H (-0.26, -2.39, 6.41)
H (-3.11, -2.91, 5.58)
H (-4.13, -3.34, 3.36)
H (-3.03, -2.39, 1.33)
H (-0.95, -1.09, 1.61)
H (1.68, -2.12, 5.99)
H (2.27, -1.08, 7.28)
H (4.64, -1.72, 7.19)
H (6.77, -1.68, 5.90)
H (6.71, -1.02, 3.50)
H (4.53, -0.42, 2.48)
H (2.84, 1.25, 5.86)
H (1.70, 1.34, 7.20)
H (1.04, 3.70, 7.07)
H (-0.03, 5.52, 5.74)
H (-0.55, 5.11, 3.34)
H (0.00, 2.90, 2.36)
N (1.32, -1.98, -3.94)
C (0.50, -2.32, -5.01)
C (0.79, -3.46, -5.77)
C (0.08, -3.76, -6.91)
C (-0.97, -2.95, -7.34)
C (-1.28, -1.84, -6.60)
C (-0.55, -1.50, -5.44)
P (-1.03, 0.07, -4.77)
C (-2.76, 0.37, -5.03)
C (-3.19, 1.17, -6.09)
C (-4.54, 1.31, -6.33)
C (-5.46, 0.67, -5.51)
C (-5.04, -0.14, -4.46)
C (-3.69, -0.30, -4.22)
C (0.00, 1.37, -5.38)
C (-0.41, 2.71, -5.38)
C (0.42, 3.67, -5.92)
C (1.65, 3.31, -6.45)
C (2.07, 1.99, -6.45)
C (1.24, 1.01, -5.92)
H (0.84, -1.56, -3.16)
H (1.92, -2.74, -3.65)
H (1.60, -4.10, -5.45)
H (0.34, -4.65, -7.47)
H (-1.53, -3.19, -8.23)
H (-2.11, -1.21, -6.92)
H (-2.47, 1.67, -6.73)
H (-4.88, 1.93, -7.15)
H (-6.52, 0.79, -5.70)
H (-5.76, -0.65, -3.84)
H (-3.36, -0.95, -3.42)
H (-1.38, 2.99, -4.98)
H (0.10, 4.71, -5.94)
H (2.30, 4.07, -6.88)
H (3.02, 1.72, -6.87)
H (1.55, -0.03, -5.95)
O (-0.81, -0.16, -3.12)
N (-1.14, 0.93, -2.25)
O (-1.60, 1.88, -2.79)
O (-0.90, 0.76, -1.10)

Output
Energy: -68548.9883 eV
HOMO level: -0.535 hartree
ΔE to the lowest compared entry with this formula, charge and spin: 18.0 kcal/mol
Total charge: +3
HOMO-LUMO gap: 7.285 eV
LUMO: -7.3 eV

---

Entry from the OMol25 dataset: a gas-phase ion, C2H11N4O (charge +1) at a distorted geometry (the ωB97M-V functional and the def2-TZVPD basis).

Element x y z (Å)
C (1.22, -1.20, -0.45)
C (0.50, -0.02, 0.18)
N (1.00, 1.47, -0.40)
O (0.63, 0.00, 1.55)
N (-0.87, -0.06, -0.23)
N (-1.54, -1.19, -0.25)
N (-1.44, 1.22, 0.40)
H (2.32, -1.16, -0.54)
H (0.54, -1.49, -1.36)
H (1.04, -2.07, 0.06)
H (1.26, 1.29, -1.36)
H (1.79, 1.84, 0.11)
H (0.09, 1.96, -0.35)
H (1.43, -0.41, 1.68)
H (-1.90, -1.36, 0.68)
H (-2.13, -1.19, -1.07)
H (-1.65, 1.00, 1.43)
H (-2.28, 1.37, -0.08)

Output
Energy: -10251.3353 eV
HOMO level: -0.517 hartree
ΔE to the lowest compared entry with this formula, charge and spin: 83.8 kcal/mol
Total charge: +1
HOMO-LUMO gap: 10.994 eV
SMILES: C[C@]([NH3+])(O)N(N)N
LUMO: -3.1 eV

---

Entry from the OMol25 dataset: a molecular structure, C36H56BaN6SbSi4 (the ωB97M-V functional and the def2-TZVPD basis).

Element x y z (Å)
Ba (0.17, 1.14, -0.26)
C (-3.75, 2.19, -1.88)
C (-3.33, 2.71, -0.54)
C (-4.27, 3.03, 0.44)
C (-3.85, 3.57, 1.64)
C (-2.50, 3.84, 1.82)
C (-1.62, 3.49, 0.81)
N (-2.02, 2.91, -0.33)
Sb (0.34, 4.47, 0.93)
C (0.88, 4.39, -1.17)
C (1.30, 5.59, -1.71)
C (1.61, 5.64, -3.07)
C (1.45, 4.50, -3.83)
C (1.01, 3.33, -3.22)
C (0.77, 2.08, -4.01)
N (0.75, 3.28, -1.91)
C (1.75, 3.01, 1.69)
C (2.02, 3.08, 3.05)
C (3.14, 2.42, 3.54)
C (3.97, 1.76, 2.66)
C (3.64, 1.72, 1.30)
C (4.55, 1.07, 0.32)
N (2.52, 2.30, 0.84)
H (-4.36, 2.94, -2.39)
H (-4.34, 1.29, -1.79)
H (-2.87, 1.99, -2.50)
H (-5.32, 2.86, 0.24)
H (-4.57, 3.83, 2.41)
H (-2.15, 4.33, 2.72)
H (1.39, 6.48, -1.10)
H (1.94, 6.56, -3.52)
H (1.65, 4.51, -4.89)
H (0.89, 2.25, -5.08)
H (-0.25, 1.71, -3.85)
H (1.46, 1.29, -3.73)
H (1.38, 3.65, 3.71)
H (3.37, 2.45, 4.60)
H (4.87, 1.27, 2.99)
H (5.47, 1.66, 0.23)
H (4.09, 1.01, -0.67)
H (4.83, 0.07, 0.64)
N (-5.13, -1.16, 1.27)
C (-4.72, -1.36, -0.03)
C (-3.48, -0.80, -0.10)
N (-3.14, -0.25, 1.12)
C (-4.15, -0.50, 1.92)
H (-6.00, -1.48, 1.67)
H (-5.31, -1.90, -0.75)
H (-2.80, -0.79, -0.94)
H (-4.22, -0.23, 2.96)
N (-0.41, 0.09, 2.34)
C (-0.26, 0.61, 3.64)
C (0.84, 0.25, 4.42)
C (1.02, 0.81, 5.67)
C (0.11, 1.75, 6.16)
C (-0.98, 2.10, 5.39)
C (-1.18, 1.53, 4.14)
H (0.08, -0.80, 2.23)
H (-1.39, -0.06, 2.07)
H (1.55, -0.48, 4.04)
H (1.86, 0.51, 6.28)
H (0.25, 2.18, 7.14)
H (-1.71, 2.81, 5.77)
H (-2.04, 1.79, 3.54)
C (-2.40, -4.29, -0.34)
Si (-1.44, -3.64, -1.82)
C (-0.73, -5.14, -2.71)
C (-2.66, -2.88, -3.06)
Si (0.16, -2.07, -1.15)
Si (1.22, -3.08, 0.66)
C (0.02, -3.32, 2.13)
C (2.61, -1.91, 1.25)
C (2.04, -4.75, 0.41)
Si (1.77, -2.13, -2.84)
C (3.07, -0.79, -2.49)
C (0.94, -1.71, -4.49)
C (2.78, -3.69, -3.11)
H (-3.30, -4.83, -0.66)
H (-2.70, -3.49, 0.34)
H (-1.78, -4.99, 0.23)
H (-1.52, -5.86, -2.96)
H (0.02, -5.65, -2.10)
H (-0.25, -4.85, -3.65)
H (-3.49, -3.56, -3.24)
H (-2.16, -2.70, -4.01)
H (-3.08, -1.92, -2.73)
H (-0.89, -2.72, 2.05)
H (0.50, -3.11, 3.09)
H (-0.30, -4.36, 2.15)
H (2.27, -0.90, 1.48)
H (3.36, -1.83, 0.45)
H (3.12, -2.30, 2.14)
H (1.33, -5.49, 0.04)
H (2.45, -5.12, 1.36)
H (2.86, -4.69, -0.31)
H (2.64, 0.17, -2.21)
H (3.74, -0.62, -3.33)
H (3.69, -1.12, -1.64)
H (0.30, -0.83, -4.42)
H (0.31, -2.54, -4.82)
H (1.68, -1.54, -5.28)
H (3.47, -3.84, -2.28)
H (3.38, -3.61, -4.02)
H (2.16, -4.58, -3.19)

Output
Energy: -85922.5494 eV
HOMO level: -0.315 hartree
ΔE to the lowest compared entry with this formula, charge and spin: 4.0 kcal/mol
Total charge: +1
HOMO-LUMO gap: 5.952 eV
LUMO: -2.6 eV

---

Entry from the OMol25 dataset: a single CH6N4S molecule at a distorted geometry (the ωB97M-V functional and the def2-TZVPD basis).

Element x y z (Å)
N (1.73, -1.41, 0.17)
N (0.44, -1.07, -0.24)
C (-0.39, -0.01, -0.01)
S (-2.04, -0.12, -0.02)
N (0.26, 1.19, 0.36)
N (1.45, 1.53, -0.25)
H (2.59, -1.04, -0.36)
H (1.85, -1.39, 1.26)
H (-0.06, -1.84, -0.50)
H (-0.29, 2.01, 0.66)
H (1.43, 1.32, -1.26)
H (2.25, 1.19, 0.25)

Output
Energy: -17927.8129 eV
HOMO level: -0.309 hartree
ΔE to the lowest compared entry with this formula, charge and spin: 22.8 kcal/mol
HOMO-LUMO gap: 9.006 eV
SMILES: NNC(=S)NN
LUMO: 0.6 eV

---

Entry from the OMol25 dataset: a single ClFHOPS molecule at a distorted geometry (the ωB97M-V functional and the def2-TZVPD basis).

Element x y z (Å)
O (0.44, -0.36, -0.58)
P (-0.75, -1.61, -0.79)
F (-1.19, -0.93, -2.21)
S (-2.25, -1.86, 0.35)
Cl (0.48, -3.10, -1.43)
H (0.12, 0.42, 0.04)

Output
Energy: -37430.0157 eV
HOMO level: -0.384 hartree
ΔE to the lowest compared entry with this formula, charge and spin: 14.9 kcal/mol
HOMO-LUMO gap: 10.343 eV
SMILES: O[P@](F)(=S)Cl
LUMO: -0.1 eV

---

Entry from the OMol25 dataset: a molecular structure, C13H23CoFN2 (the ωB97M-V functional and the def2-TZVPD basis).

Element x y z (Å)
Co (-0.32, -1.31, -0.43)
N (-1.55, -0.60, -2.01)
C (-1.77, -1.70, -2.96)
C (-2.05, -2.98, -2.19)
N (-0.94, -3.24, -1.27)
H (-2.42, -0.28, -1.60)
H (-1.12, 0.21, -2.46)
H (-0.86, -1.81, -3.55)
H (-2.59, -1.50, -3.66)
H (-2.23, -3.80, -2.89)
H (-2.95, -2.85, -1.59)
H (-0.12, -3.57, -1.75)
H (-1.19, -3.93, -0.57)
F (-1.13, 0.71, 4.32)
C (-0.47, 0.17, 3.25)
C (-0.88, -1.11, 2.84)
C (-0.15, -1.73, 1.80)
C (0.95, -1.11, 1.16)
C (1.74, -1.75, 0.18)
C (1.24, 0.37, 1.45)
C (0.53, 0.87, 2.67)
H (-1.69, -1.60, 3.36)
H (-0.30, -2.80, 1.64)
H (1.82, -2.83, 0.17)
H (2.60, -1.22, -0.21)
H (2.32, 0.45, 1.63)
H (0.82, 1.83, 3.10)
C (0.03, 3.53, 0.76)
C (1.27, 2.73, 0.36)
C (1.85, 3.31, -0.93)
C (0.97, 1.23, 0.20)
H (0.27, 4.57, 0.97)
H (-0.46, 3.10, 1.64)
H (-0.70, 3.52, -0.05)
H (2.02, 2.84, 1.15)
H (1.13, 3.21, -1.75)
H (2.76, 2.78, -1.22)
H (2.09, 4.37, -0.82)
H (-0.09, 1.12, -0.09)
H (1.57, 0.83, -0.62)

Output
Energy: -57176.3720 eV
HOMO level (spin up / spin down): -0.175 / -0.245 hartree
ΔE to the lowest compared entry with this formula, charge and spin: 1.1 kcal/mol
HOMO-LUMO gap (spin up / spin down): 4.950 / 6.868 eV
LUMO (spin up / spin down): 0.2 / 0.2 eV
2S+1: 4

---

Entry from the OMol25 dataset: 9 unconnected molecules or ions with the total composition C57H83ClN2O28P2 at a distorted geometry (the ωB97M-V functional and the def2-TZVPD basis).

Element x y z (Å)
C (-1.44, -2.47, -5.13)
C (0.09, -2.66, -4.62)
C (0.04, -2.79, -3.01)
C (1.25, -1.98, -2.33)
N (0.92, -0.65, -1.77)
C (0.35, -0.65, -0.40)
P (-0.14, -2.32, 0.42)
O (-1.47, -2.90, -0.15)
C (-1.15, -0.04, -0.71)
O (-1.97, -0.34, -1.61)
O (-1.64, 0.94, 0.19)
C (-0.63, 1.09, 1.25)
C (-0.79, 2.63, 1.67)
C (-1.68, 3.54, 0.69)
C (-1.00, 3.88, -0.73)
C (-2.12, 4.52, -1.73)
C (-1.31, 0.24, 2.44)
C (-2.55, -0.70, 2.19)
C (-3.17, -1.46, 3.40)
N (-2.76, -1.39, 4.77)
C (-1.63, -0.54, 4.99)
C (-0.86, 0.30, 3.95)
C (0.78, 0.56, 0.63)
C (1.65, 0.05, 1.88)
C (3.17, -0.31, 1.61)
C (4.20, 0.21, 2.69)
C (5.73, -0.11, 2.57)
C (6.32, -0.91, 1.36)
C (5.30, -1.42, 0.28)
C (5.81, -2.25, -1.00)
C (3.77, -1.13, 0.46)
P (1.80, 2.01, -0.16)
O (3.01, 1.41, -1.21)
Cl (2.90, 3.04, 1.34)
H (-1.59, -2.92, -6.19)
H (-2.19, -3.04, -4.45)
H (-1.78, -1.38, -5.12)
H (0.73, -1.76, -4.93)
H (0.47, -3.61, -5.12)
H (0.22, -3.91, -2.77)
H (-1.00, -2.48, -2.68)
H (1.80, -2.70, -1.64)
H (2.00, -1.78, -3.20)
H (0.41, -0.04, -2.43)
H (-0.33, -2.22, 1.83)
H (0.85, -3.35, 0.21)
H (0.18, 3.20, 1.87)
H (-1.36, 2.64, 2.68)
H (-1.77, 4.56, 1.23)
H (-2.78, 3.19, 0.60)
H (-0.70, 2.88, -1.21)
H (-0.09, 4.58, -0.66)
H (-1.67, 4.64, -2.79)
H (-2.93, 3.70, -1.84)
H (-2.52, 5.49, -1.29)
H (-3.02, -0.88, 1.17)
H (-4.09, -2.12, 3.18)
H (-1.24, -0.48, 6.08)
H (0.02, 0.98, 4.20)
H (1.63, 0.91, 2.66)
H (1.19, -0.85, 2.45)
H (3.86, 0.80, 3.61)
H (6.49, 0.23, 3.37)
H (7.43, -1.16, 1.23)
H (4.93, -2.65, -1.62)
H (6.60, -3.03, -0.76)
H (6.32, -1.46, -1.68)
H (3.08, -1.53, -0.36)
H (3.88, 1.36, -0.75)
C (-4.52, 0.33, 7.63)
C (-3.45, 0.54, 8.68)
C (-3.98, 0.91, 10.04)
O (-2.89, 1.62, 10.61)
C (-2.21, 2.17, 9.57)
O (-1.34, 2.99, 9.69)
O (-2.64, 1.68, 8.37)
H (-4.08, 0.32, 6.63)
H (-5.04, -0.61, 7.80)
H (-5.25, 1.14, 7.64)
H (-2.79, -0.33, 8.73)
H (-4.23, 0.03, 10.64)
H (-4.85, 1.58, 10.00)
C (9.33, -5.21, 3.48)
C (9.57, -5.03, 2.00)
C (9.67, -3.60, 1.56)
O (9.27, -3.67, 0.20)
C (8.43, -4.74, 0.10)
O (7.77, -4.99, -0.87)
O (8.45, -5.48, 1.24)
H (9.01, -6.22, 3.69)
H (10.24, -4.99, 4.05)
H (8.53, -4.55, 3.84)
H (10.44, -5.61, 1.68)
H (10.68, -3.20, 1.65)
H (8.98, -2.93, 2.09)
C (11.20, -10.27, 2.13)
C (10.62, -9.98, 3.50)
C (9.16, -10.29, 3.63)
O (8.76, -9.41, 4.68)
C (9.61, -8.35, 4.63)
O (9.45, -7.33, 5.25)
O (10.65, -8.58, 3.79)
H (12.17, -9.79, 2.01)
H (11.30, -11.34, 1.96)
H (10.56, -9.86, 1.34)
H (11.22, -10.49, 4.27)
H (8.97, -11.33, 3.90)
H (8.58, -10.04, 2.74)
C (-1.45, -7.76, -5.44)
C (-1.77, -6.85, -6.60)
C (-1.23, -7.33, -7.92)
O (-1.10, -6.11, -8.65)
C (-0.90, -5.13, -7.72)
O (-0.56, -4.01, -8.00)
O (-1.11, -5.59, -6.46)
H (-1.63, -7.25, -4.49)
H (-2.06, -8.67, -5.47)
H (-0.39, -8.05, -5.44)
H (-2.85, -6.66, -6.65)
H (-1.91, -8.02, -8.43)
H (-0.24, -7.79, -7.85)
C (-6.85, 6.96, -2.15)
C (-6.04, 7.78, -1.17)
C (-5.62, 9.12, -1.70)
O (-4.45, 9.39, -0.94)
C (-3.92, 8.18, -0.61)
O (-2.83, 8.03, -0.13)
O (-4.78, 7.17, -0.91)
H (-6.91, 5.92, -1.81)
H (-7.86, 7.36, -2.24)
H (-6.39, 6.95, -3.14)
H (-6.57, 7.87, -0.22)
H (-6.37, 9.89, -1.54)
H (-5.34, 9.10, -2.76)
C (-7.62, 14.67, 1.21)
C (-7.33, 13.20, 1.00)
C (-6.51, 12.91, -0.22)
O (-6.90, 11.57, -0.52)
C (-8.17, 11.42, -0.05)
O (-8.87, 10.48, -0.29)
O (-8.53, 12.47, 0.73)
H (-8.42, 14.80, 1.94)
H (-6.73, 15.20, 1.55)
H (-7.97, 15.14, 0.28)
H (-6.88, 12.78, 1.90)
H (-5.44, 12.97, -0.03)
H (-6.76, 13.53, -1.08)
C (-4.10, -2.49, -0.99)
C (-4.99, -3.66, -0.63)
C (-6.17, -3.83, -1.53)
O (-7.10, -4.50, -0.68)
C (-6.79, -4.13, 0.60)
O (-7.48, -4.36, 1.55)
O (-5.61, -3.45, 0.64)
H (-3.42, -2.26, -0.17)
H (-3.52, -2.71, -1.89)
H (-4.69, -1.58, -1.17)
H (-4.39, -4.58, -0.56)
H (-5.95, -4.43, -2.41)
H (-6.62, -2.89, -1.84)
C (1.72, 2.67, -6.82)
C (1.14, 2.95, -5.45)
C (-0.32, 2.62, -5.33)
O (-0.74, 3.50, -4.29)
C (0.10, 4.57, -4.33)
O (-0.07, 5.59, -3.71)
O (1.15, 4.35, -5.17)
H (2.70, 3.15, -6.93)
H (1.84, 1.59, -6.98)
H (1.09, 3.07, -7.61)
H (1.73, 2.45, -4.68)
H (-0.50, 1.58, -5.06)
H (-0.90, 2.86, -6.23)

Output
Energy: -151856.8418 eV
HOMO level: -0.311 hartree
ΔE to the lowest compared entry with this formula, charge and spin: 169.3 kcal/mol
HOMO-LUMO gap: 8.369 eV
SMILES: CCCCN[C@]1([PH2]=O)C(=O)O[C@@](CCCC)(c2ccncc2)[C@]1(Cc1cccc(C)c1)P(O)Cl.C[C@@H]1COC(=O)O1.C[C@@H]1COC(=O)O1.C[C@@H]1COC(=O)O1.C[C@@H]1COC(=O)O1.C[C@@H]1COC(=O)O1.C[C@@H]1COC(=O)O1.C[C@@H]1COC(=O)O1.C[C@@H]1COC(=O)O1
LUMO: -0.1 eV